# 1
Below is C19H28CrIO2 as an isolated structure, with properties calculated with ωB97M-V/def2-TZVPD.

Last column: natural (NBO) charge in e.
Element x y z (Å)
O -0.44 1.59 -1.44  -0.55
C 0.11 1.86 -2.79  -0.06
C -1.22 2.39 -3.30  -0.47
H 0.47 0.96 -3.29  0.20
H 0.90 2.62 -2.73  0.16
C -1.62 2.38 -1.80  0.28
H -1.74 1.58 -3.86  0.22
H -1.23 3.36 -3.81  0.20
C -2.99 1.77 -1.61  -0.64
H -3.01 0.72 -1.93  0.25
H -3.71 2.35 -2.20  0.21
H -3.29 1.85 -0.56  0.21
C -1.49 3.73 -1.09  -0.63
H -0.48 4.14 -1.28  0.21
H -1.61 3.57 -0.01  0.22
H -2.26 4.42 -1.44  0.20
Cr 1.08 -1.17 2.08  0.74
C 2.60 -0.56 3.52  -0.34
C 3.18 -1.44 2.56  -0.34
C 3.15 -0.79 1.28  -0.31
H 3.61 -2.43 2.76  0.24
C 2.50 0.48 1.45  -0.35
C 2.11 0.59 2.82  -0.33
H 1.49 1.40 3.23  0.23
H 2.55 -0.76 4.59  0.23
H 3.55 -1.15 0.35  0.24
H 2.42 1.28 0.73  0.23
C -0.19 -2.22 3.90  -0.37
C -0.13 -0.79 3.90  -0.34
C -0.88 -0.30 2.76  -0.41
H 0.29 -0.15 4.66  0.21
C -1.43 -1.44 2.10  -0.35
C -1.00 -2.62 2.80  -0.27
H -1.34 -3.62 2.58  0.22
H 0.23 -2.85 4.68  0.22
H -1.09 0.73 2.52  0.22
H -2.20 -1.40 1.33  0.22
O -1.29 -0.96 -2.34  -0.57
C -0.75 -0.87 -0.99  -0.09
C 0.79 -0.79 -1.12  -0.48
H -1.05 -1.81 -0.47  0.19
H -1.18 0.01 -0.49  0.21
C 1.07 -1.38 -2.50  -0.44
H 1.24 -1.38 -0.33  0.25
H 1.16 0.23 -1.02  0.21
C -0.32 -1.87 -2.95  -0.08
H 1.77 -2.21 -2.38  0.22
H 1.49 -0.67 -3.22  0.18
H -0.48 -2.89 -2.53  0.18
H -0.42 -1.91 -4.04  0.17
I 1.08 -3.57 0.94  -0.54

Values from the calculation:
HOMO energy (alpha / beta)	-2.315 / -3.379	eV
charge	-1
F_max	2.6	eV/Å
expectation value of S²	6.0310
spin multiplicity	5
energy above the lowest of the compared OMol25 structures with the same formula, charge and spin	14.07	kcal/mol
lowest unoccupied orbital energy (alpha / beta)	0.099 / 0.098	Ha
HOMO-LUMO gap (alpha / beta)	5.00 / 6.06	eV

***

# 2
Below is a 2-piece molecular cluster, C19H28F2N7O4 overall, with properties calculated with ωB97M-V/def2-TZVPD.

Last column: natural (NBO) charge in e.
Element x y z (Å)
C 4.03 -4.59 1.09  -0.65
C 2.93 -4.18 -0.10  -0.25
N 3.20 -2.73 -0.44  -0.53
C 2.48 -1.98 -1.37  0.77
N 2.95 -0.56 -1.60  -0.63
C 1.88 0.35 -2.15  0.11
N 2.39 1.67 -2.70  -0.56
C 3.79 2.00 -2.24  0.96
O 3.99 2.50 -0.99  -0.49
F 4.91 1.68 -3.18  -0.30
C 1.41 2.80 -2.43  0.93
O 0.92 3.50 -3.48  -0.43
F 0.94 3.22 -1.09  -0.32
C 0.97 -0.32 -3.35  -0.47
C 1.21 -1.94 -3.41  -0.26
N 1.29 -2.64 -2.08  -0.46
C 0.13 -2.38 -1.17  -0.24
C -1.36 -2.50 -1.82  -0.44
C -2.18 -1.13 -1.38  -0.43
C -3.81 -1.29 -1.35  -0.23
N -4.32 -0.79 0.01  -0.67
C -4.03 0.68 0.21  0.55
N -4.71 1.74 -0.33  -0.63
N -2.87 1.04 1.16  -0.85
H 3.89 -3.93 2.05  0.23
H 3.79 -5.70 1.38  0.26
H 5.14 -4.53 0.67  0.24
H 1.88 -4.40 0.37  0.24
H 3.13 -4.80 -1.08  0.25
H 4.02 -2.26 0.03  0.44
H 3.15 -0.19 -0.63  0.43
H 1.12 0.63 -1.28  0.21
H -0.17 -0.04 -3.31  0.26
H 1.39 0.14 -4.37  0.28
H 0.42 -2.49 -4.12  0.26
H 2.26 -2.10 -3.95  0.24
H 0.18 -3.21 -0.30  0.23
H 0.32 -1.35 -0.60  0.18
H -1.41 -2.74 -2.96  0.24
H -1.93 -3.40 -1.27  0.24
H -1.93 -0.20 -2.05  0.22
H -1.79 -0.89 -0.27  0.20
H -4.31 -0.66 -2.23  0.23
H -4.08 -2.42 -1.46  0.22
H -3.86 -1.37 0.77  0.37
H -5.44 1.32 -0.94  0.34
H -2.04 1.38 0.58  0.38
H -2.51 0.15 1.60  0.35
C -0.17 3.72 5.34  -0.24
C -0.60 4.98 5.50  -0.21
C -1.90 5.42 4.97  0.46
O -2.29 6.57 5.12  -0.47
C -2.72 4.43 4.25  -0.21
C -2.29 3.17 4.09  -0.25
C -0.99 2.73 4.62  0.49
O -0.60 1.58 4.47  -0.53
H 0.78 3.38 5.72  0.23
H -0.01 5.72 6.03  0.24
H -3.67 4.77 3.87  0.24
H -2.88 2.43 3.56  0.25

Values from the calculation:
HOMO energy	-11.717	eV
charge	+1
F_max	10.5	eV/Å
lowest unoccupied orbital energy	-0.168	Ha
HOMO-LUMO gap	7.15	eV

***

# 3
Below is a 3-piece molecular cluster, C19H28F3N4O11PS overall, with properties calculated with ωB97M-V/def2-TZVPD.

Last column: natural (NBO) charge in e.
Element x y z (Å)
C 3.05 -3.67 0.61  -0.42
N 2.22 -3.34 1.78  -0.48
C 1.47 -4.51 2.30  -0.42
C 1.41 -2.18 1.57  0.70
O 1.97 -1.10 1.56  -0.59
C -0.13 -2.17 1.43  -0.82
P -0.74 -1.62 -0.28  0.78
C -1.09 -3.25 -1.18  -0.70
C -2.26 -3.91 -0.37  -0.22
N -3.16 -4.72 -1.23  -0.83
C 0.60 -0.65 -1.17  -0.72
C 0.76 0.83 -0.74  -0.55
S -0.77 1.89 -0.62  0.34
C -1.63 1.31 0.85  0.31
N -2.92 1.04 0.73  -0.30
N -3.31 0.56 1.96  -0.28
C -2.26 0.57 2.72  0.24
O -1.13 1.08 2.11  -0.44
H 2.54 -3.48 -0.36  0.19
H 3.95 -3.01 0.62  0.22
H 3.46 -4.70 0.69  0.21
H 0.54 -4.76 1.73  0.18
H 1.22 -4.31 3.37  0.21
H 2.17 -5.37 2.32  0.21
H -0.64 -3.11 1.70  0.24
H -0.51 -1.40 2.13  0.26
H -1.52 -3.05 -2.19  0.24
H -0.20 -3.91 -1.24  0.22
H -1.91 -4.52 0.49  0.18
H -2.87 -3.08 0.06  0.18
H -3.87 -5.19 -0.67  0.36
H -3.68 -4.06 -1.81  0.35
H 1.55 -1.22 -1.04  0.23
H 0.32 -0.68 -2.25  0.24
H 1.34 0.96 0.19  0.24
H 1.37 1.31 -1.54  0.23
H -2.33 0.22 3.76  0.22
C -0.57 2.44 5.55  -0.14
C -1.99 2.60 6.02  0.44
O -1.85 2.70 7.43  -0.49
C -0.62 3.26 7.64  0.96
O -0.28 3.74 8.67  -0.55
O 0.15 3.21 6.52  -0.48
F -2.73 1.49 5.74  -0.33
H -0.23 1.41 5.58  0.20
H -0.42 2.84 4.55  0.22
H -2.50 3.48 5.64  0.16
C -1.61 6.07 -3.83  -0.13
C -2.07 4.80 -4.49  0.44
O -1.61 3.80 -3.61  -0.48
C -1.58 4.37 -2.37  0.98
O -1.50 3.75 -1.36  -0.57
O -1.67 5.72 -2.45  -0.47
F -1.48 4.63 -5.70  -0.32
H -0.58 6.33 -4.10  0.21
H -2.26 6.92 -4.05  0.21
H -3.16 4.72 -4.60  0.16
C 3.69 0.24 -5.39  -0.13
C 3.63 0.68 -3.95  0.44
O 3.02 -0.43 -3.31  -0.49
C 3.37 -1.52 -4.04  0.96
O 3.26 -2.64 -3.67  -0.55
O 3.85 -1.17 -5.27  -0.48
F 2.83 1.76 -3.80  -0.33
H 2.76 0.46 -5.92  0.21
H 4.52 0.69 -5.93  0.21
H 4.60 0.87 -3.50  0.16

Values from the calculation:
HOMO energy	-7.726	eV
F_max	4.8	eV/Å
lowest unoccupied orbital energy	0.013	Ha
HOMO-LUMO gap	8.08	eV

***

# 4
Below is C19H28FO2Pd as an isolated structure, with properties calculated with ωB97M-V/def2-TZVPD.

Last column: natural (NBO) charge in e.
Element x y z (Å)
O -0.29 -0.07 0.44  -0.55
C 0.83 -0.41 -0.40  -0.04
C 0.34 0.51 -1.51  -0.47
H 0.80 -1.48 -0.62  0.18
H 1.75 -0.11 0.10  0.18
C -0.81 0.86 -0.53  0.26
H -0.04 -0.07 -2.35  0.23
H 1.02 1.30 -1.81  0.19
C -2.17 0.36 -0.97  -0.62
H -2.05 -0.69 -1.27  0.21
H -2.53 0.95 -1.81  0.19
H -2.89 0.40 -0.15  0.22
C -0.82 2.28 -0.02  -0.63
H 0.20 2.62 0.15  0.21
H -1.39 2.37 0.91  0.23
H -1.29 2.93 -0.76  0.19
Pd 0.21 -0.27 3.05  1.05
C 0.89 1.47 4.63  -0.33
C 1.86 0.43 4.49  -0.35
C 2.32 0.44 3.12  -0.33
H 2.21 -0.23 5.28  0.22
C 1.60 1.49 2.43  -0.36
C 0.69 2.09 3.36  -0.34
H 0.00 2.90 3.13  0.21
H 0.41 1.77 5.56  0.21
H 3.06 -0.22 2.69  0.23
H 1.79 1.83 1.41  0.21
C -1.38 -0.44 4.79  -0.31
C -1.82 0.72 4.09  -0.35
C -2.11 0.36 2.75  -0.32
H -1.97 1.71 4.52  0.20
C -1.87 -1.05 2.60  -0.34
C -1.39 -1.55 3.87  -0.35
H -1.11 -2.57 4.09  0.23
H -1.12 -0.49 5.84  0.21
H -2.51 1.03 1.99  0.20
H -2.06 -1.66 1.72  0.23
O 0.56 -1.21 -3.64  -0.54
C 0.07 -0.33 -4.69  -0.08
C 0.43 -0.89 -6.08  -0.43
H 0.55 0.66 -4.57  0.18
H -1.03 -0.19 -4.57  0.19
C 1.47 -1.97 -5.77  -0.43
H 0.83 -0.10 -6.71  0.21
H -0.46 -1.32 -6.54  0.20
C 1.33 -2.26 -4.27  -0.06
H 2.48 -1.60 -5.97  0.20
H 1.30 -2.88 -6.36  0.21
H 2.30 -2.32 -3.75  0.19
H 0.78 -3.20 -4.12  0.17
F 0.99 -1.93 2.24  -0.81

Values from the calculation:
HOMO energy (alpha / beta)	-2.398 / -2.336	eV
charge	-1
F_max	2.4	eV/Å
expectation value of S²	2.0113
spin multiplicity	3
lowest unoccupied orbital energy (alpha / beta)	0.090 / 0.090	Ha
HOMO-LUMO gap (alpha / beta)	4.85 / 4.79	eV

***

# 5
Below is C19H28FO2Sc as an isolated structure, with properties calculated with ωB97M-V/def2-TZVPD.

Last column: natural (NBO) charge in e.
Element x y z (Å)
O -1.36 -1.08 -1.57  -0.54
C -1.65 -0.96 -3.00  -0.06
C -1.54 -2.46 -3.25  -0.46
H -0.88 -0.38 -3.54  0.17
H -2.66 -0.52 -3.11  0.19
C -1.34 -2.53 -1.69  0.27
H -0.64 -2.73 -3.82  0.20
H -2.43 -2.95 -3.64  0.21
C 0.01 -3.14 -1.33  -0.63
H 0.82 -2.43 -1.48  0.21
H 0.20 -4.01 -1.96  0.21
H 0.00 -3.47 -0.29  0.20
C -2.48 -3.17 -0.93  -0.63
H -3.44 -2.70 -1.18  0.22
H -2.30 -3.09 0.15  0.21
H -2.55 -4.22 -1.19  0.21
Sc 1.03 1.48 2.00  1.90
C -3.05 1.63 1.71  -0.36
C -2.15 2.72 1.64  -0.39
C -1.81 2.94 0.27  -0.37
H -1.78 3.29 2.49  0.21
C -2.50 1.96 -0.51  -0.35
C -3.27 1.15 0.38  -0.32
H -3.90 0.31 0.09  0.19
H -3.49 1.21 2.61  0.19
H -1.15 3.71 -0.10  0.19
H -2.45 1.85 -1.59  0.19
C -0.14 0.31 3.63  -0.38
C -0.58 -0.42 2.49  -0.33
C 0.47 -1.29 2.09  -0.29
H -1.58 -0.45 2.08  0.28
C 1.62 -0.98 2.86  -0.33
C 1.26 0.05 3.80  -0.49
H 1.88 0.42 4.62  0.25
H -0.75 0.97 4.25  0.27
H 0.33 -2.19 1.50  0.23
H 2.56 -1.52 2.84  0.23
O 2.13 1.53 0.39  -0.66
C 2.48 0.29 -0.41  -0.07
C 3.48 0.76 -1.45  -0.44
H 1.54 -0.09 -0.83  0.23
H 2.89 -0.46 0.27  0.21
C 3.92 2.20 -1.08  -0.43
H 2.98 0.79 -2.43  0.22
H 4.31 0.06 -1.55  0.23
C 2.79 2.74 -0.21  -0.06
H 4.09 2.83 -1.97  0.24
H 4.87 2.19 -0.54  0.22
H 2.02 3.22 -0.80  0.21
H 3.13 3.40 0.60  0.23
F 1.12 3.21 2.70  -0.69

Values from the calculation:
HOMO energy	-5.775	eV
F_max	3.4	eV/Å
energy above the lowest of the compared OMol25 structures with the same formula, charge and spin	56.72	kcal/mol
lowest unoccupied orbital energy	-0.010	Ha
HOMO-LUMO gap	5.50	eV

***

# 6
Below is one molecule with the formula C19H28N2O3S, with properties calculated with ωB97M-V/def2-TZVPD.

Last column: natural (NBO) charge in e.
Element x y z (Å)
C 2.50 -5.06 4.24  -0.60
C 2.09 -3.96 3.25  -0.22
C 2.87 -2.67 3.50  -0.40
C 2.42 -1.56 2.55  -0.22
C 3.15 -0.26 2.81  -0.60
C 0.90 -1.37 2.70  -0.21
N 0.21 -2.61 2.46  -0.43
C -0.51 -2.90 1.35  0.66
O -0.97 -4.00 1.12  -0.61
C -0.73 -1.75 0.41  -0.13
C 0.07 -1.63 -0.72  -0.15
C -0.14 -0.59 -1.62  -0.21
C -1.15 0.31 -1.37  -0.33
S -1.40 1.71 -2.46  2.32
O -0.52 1.57 -3.59  -0.95
O -2.80 1.88 -2.72  -0.94
N -0.93 2.94 -1.42  -0.68
C 0.50 3.04 -1.24  -0.23
C 1.19 3.81 -2.37  -0.43
C 0.53 5.18 -2.54  -0.40
C -0.96 5.00 -2.78  -0.42
C -1.58 4.22 -1.62  -0.23
C -1.97 0.19 -0.27  -0.18
C -1.76 -0.84 0.63  -0.16
C 0.59 -3.68 3.36  -0.22
H 1.95 -5.97 4.04  0.21
H 3.57 -5.27 4.15  0.21
H 2.30 -4.74 5.26  0.20
H 2.30 -4.31 2.23  0.20
H 3.94 -2.85 3.37  0.21
H 2.71 -2.34 4.53  0.19
H 2.62 -1.88 1.52  0.20
H 4.23 -0.39 2.70  0.21
H 2.83 0.51 2.12  0.21
H 2.96 0.09 3.83  0.20
H 0.54 -0.61 2.01  0.22
H 0.68 -1.04 3.72  0.19
H 0.86 -2.35 -0.90  0.22
H 0.46 -0.47 -2.50  0.25
H 0.68 3.54 -0.28  0.20
H 0.89 2.02 -1.18  0.21
H 2.25 3.91 -2.15  0.21
H 1.08 3.23 -3.29  0.23
H 0.69 5.77 -1.63  0.19
H 0.99 5.71 -3.37  0.21
H -1.46 5.97 -2.88  0.21
H -1.12 4.43 -3.70  0.21
H -1.50 4.78 -0.69  0.19
H -2.63 4.00 -1.82  0.24
H -2.77 0.91 -0.13  0.24
H -2.40 -0.96 1.49  0.22
H 0.01 -4.56 3.10  0.25
H 0.34 -3.38 4.39  0.19

Values from the calculation:
SMILES	C[C@@H]1C[C@H](C)CN(C(=O)c2ccc(S(=O)(=O)N3CCCCC3)cc2)C1
HOMO energy	-9.250	eV
F_max	1.1	eV/Å
energy above the lowest of the compared OMol25 structures with the same formula, charge and spin	7.41	kcal/mol
lowest unoccupied orbital energy	0.017	Ha
HOMO-LUMO gap	9.71	eV

***

# 7
Below is C19H28N2Y as an isolated structure, with properties calculated with ωB97M-V/def2-TZVPD.

Last column: natural (NBO) charge in e.
Element x y z (Å)
C -0.67 0.44 -4.11  -0.43
C 0.72 0.52 -3.79  -0.38
C 0.88 1.27 -2.60  -0.40
C -0.43 1.70 -2.19  -0.36
C -1.38 1.16 -3.09  -0.33
Y -0.31 -0.87 -1.95  1.91
N -3.30 -0.26 -1.18  -0.96
C 0.88 -2.47 -3.00  -0.97
C 2.21 -2.14 -3.24  -0.52
H 1.83 1.58 -2.14  0.24
H 1.55 0.13 -4.40  0.24
H -0.63 2.42 -1.40  0.25
H -2.46 1.31 -3.05  0.26
H -1.10 -0.03 -5.00  0.23
H 2.51 -1.62 -4.15  0.17
H 0.64 -3.40 -2.44  0.21
H -3.84 -1.07 -1.53  0.23
H 3.04 -2.59 -2.69  0.18
H 0.10 -2.28 -3.79  0.18
C -2.35 1.54 3.93  -0.62
C -1.36 1.60 2.81  0.00
C -0.71 2.80 2.52  -0.29
C 0.27 2.87 1.52  0.00
C 0.91 4.19 1.21  -0.63
C 0.66 1.70 0.86  -0.30
C -0.03 0.47 1.07  0.31
C -1.04 0.46 2.06  -0.29
N 0.30 -0.67 0.34  -0.91
C 0.56 -1.94 1.10  0.11
C 1.03 -1.73 2.54  -0.62
C -0.72 -2.78 1.09  -0.60
C 1.69 -2.70 0.39  -0.60
H -1.88 1.74 4.91  0.20
H -3.14 2.29 3.80  0.21
H -2.83 0.56 3.99  0.21
H -0.98 3.71 3.06  0.19
H 0.15 4.97 1.08  0.21
H 1.56 4.53 2.03  0.20
H 1.51 4.15 0.29  0.21
H 1.50 1.71 0.17  0.21
H -1.60 -0.46 2.24  0.20
H 0.26 -1.27 3.17  0.22
H 1.26 -2.71 2.98  0.19
H 1.93 -1.12 2.58  0.21
H -1.25 -2.76 0.13  0.20
H -0.49 -3.83 1.33  0.19
H -1.43 -2.42 1.84  0.21
H 1.44 -3.03 -0.62  0.21
H 2.59 -2.08 0.33  0.22
H 1.94 -3.60 0.98  0.19

Values from the calculation:
HOMO energy (alpha / beta)	-2.488 / -3.933	eV
charge	-1
F_max	4.1	eV/Å
energy above the lowest of the compared OMol25 structures with the same formula, charge and spin	8.18	kcal/mol
lowest unoccupied orbital energy (alpha / beta)	0.112 / 0.105	Ha
HOMO-LUMO gap (alpha / beta)	5.53 / 6.80	eV

***

# 8
Below is one molecule with the formula C19H28N4O2S, with properties calculated with ωB97M-V/def2-TZVPD.

Last column: natural (NBO) charge in e.
Element x y z (Å)
C 0.55 0.15 2.00  -0.62
C -0.27 1.03 1.05  -0.05
N 0.59 1.47 -0.03  -0.64
C 1.10 2.70 -0.11  0.68
O 0.80 3.63 0.61  -0.62
C 2.11 2.92 -1.25  -0.61
S 2.89 1.41 -1.87  0.26
C 3.66 0.90 -0.40  0.20
N 3.85 1.64 0.64  -0.31
N 4.44 0.83 1.55  -0.44
C 4.64 -0.44 1.07  0.74
O 5.14 -1.38 1.64  -0.64
N 4.12 -0.38 -0.22  -0.43
C 4.00 -1.42 -1.19  -0.07
C 4.18 -2.85 -0.79  -0.41
C 2.81 -2.34 -1.14  -0.43
C -1.56 0.38 0.49  0.00
C -2.55 0.11 1.63  -0.41
C -3.85 -0.47 1.07  -0.22
C -4.49 0.53 0.10  -0.40
C -3.51 0.79 -1.05  -0.21
C -3.22 -0.51 -1.78  -0.40
C -2.59 -1.51 -0.80  -0.20
C -3.56 -1.78 0.34  -0.40
C -1.28 -0.93 -0.25  -0.43
C -2.21 1.37 -0.49  -0.42
H -0.04 -0.16 2.86  0.21
H 0.92 -0.74 1.49  0.20
H 1.40 0.72 2.36  0.22
H -0.56 1.95 1.58  0.23
H 0.93 0.75 -0.66  0.40
H 1.60 3.37 -2.10  0.25
H 2.89 3.60 -0.90  0.27
H 4.71 1.18 2.45  0.42
H 4.36 -1.10 -2.16  0.22
H 4.40 -3.05 0.24  0.26
H 4.68 -3.50 -1.49  0.22
H 2.11 -2.20 -0.33  0.22
H 2.36 -2.63 -2.07  0.22
H -2.12 -0.60 2.33  0.20
H -2.75 1.04 2.17  0.21
H -4.54 -0.66 1.90  0.21
H -5.42 0.12 -0.29  0.20
H -4.71 1.46 0.62  0.21
H -3.96 1.51 -1.74  0.21
H -4.14 -0.93 -2.19  0.21
H -2.54 -0.33 -2.61  0.20
H -2.37 -2.44 -1.33  0.21
H -3.12 -2.50 1.04  0.20
H -4.49 -2.20 -0.05  0.21
H -0.59 -0.77 -1.08  0.20
H -0.84 -1.66 0.43  0.21
H -1.53 1.58 -1.32  0.21
H -2.41 2.31 0.02  0.21

Values from the calculation:
SMILES	C[C@@H](NC(=O)CSc1n[nH]c(=O)n1C1CC1)[C@]12C[C@H]3C[C@H](C[C@H](C3)C1)C2
HOMO energy	-8.529	eV
F_max	0.7	eV/Å
energy above the lowest of the compared OMol25 structures with the same formula, charge and spin	18.94	kcal/mol
lowest unoccupied orbital energy	0.015	Ha
HOMO-LUMO gap	8.94	eV